# 1
Here is C22H30EuO2Si as an isolated structure at a distorted geometry from the Open Molecules 2025 dataset. Energies are from the ωB97M-V functional and the def2-TZVPD basis.

```
56
Properties=species:S:1:pos:R:3
C 0.993 2.544 3.123
C 1.323 2.844 1.772
C 0.111 2.828 1.010
H 2.326 3.061 1.398
C -0.961 2.538 1.906
C -0.410 2.339 3.200
H -0.997 2.138 4.104
H 1.671 2.529 3.988
H 0.041 3.003 -0.071
H -2.016 2.537 1.622
Eu 0.472 0.285 1.582
C -1.582 -2.855 -1.728
H -2.561 -2.382 -1.472
H -2.078 -3.821 -2.016
H -0.878 -3.797 -1.458
Si 0.499 0.808 -1.096
C 1.684 -0.152 -2.147
C 2.665 0.856 -2.336
H 2.605 1.794 -1.755
C 3.676 0.686 -3.302
H 4.399 1.489 -3.474
C 3.743 -0.507 -4.034
H 4.532 -0.617 -4.780
C 2.810 -1.540 -3.805
H 2.915 -2.463 -4.380
C 1.799 -1.383 -2.840
H 1.104 -2.207 -2.651
C -1.020 0.988 -2.103
C -0.782 1.108 -3.498
H 0.203 0.842 -3.914
C -1.750 1.679 -4.335
H -1.512 1.829 -5.393
C -2.991 2.084 -3.803
H -3.729 2.572 -4.458
C -3.251 1.873 -2.441
H -4.219 2.217 -2.057
C -2.307 1.275 -1.597
H -2.561 1.095 -0.556
H -1.179 -2.371 -2.644
H -1.092 -2.759 -0.791
C -2.448 -0.514 3.141
O -1.129 -1.012 2.863
C -0.764 -2.216 3.592
C 0.681 -2.571 3.229
O 1.520 -1.381 3.025
C 2.185 -0.808 4.190
H -2.708 0.191 2.337
H -2.451 -0.026 4.127
H -3.120 -1.379 3.151
H -0.862 -2.010 4.674
H -1.465 -3.014 3.284
H 0.685 -3.072 2.252
H 1.123 -3.200 4.014
H 1.468 -0.449 4.943
H 2.848 -1.566 4.618
H 2.741 0.042 3.791
```

HOMO (alpha / beta): -7.13 / -7.14 eV
⟨S²⟩: 12.15
E_tot: -54586.193 eV
LUMO level (alpha / beta): -3.6 / -3.6 eV
gap between HOMO and LUMO (alpha / beta): 3.55 / 3.59 eV
total charge: +1
energy relative to the best compared isomer or geometry (same formula, charge and spin): 64.6 kcal/mol
2S+1: 7

Löwdin population analysis, charges in e, atoms 1 to 5:
1 C -0.218
2 C -0.221
3 C -0.314
4 H 0.105
5 C -0.238

=====

# 2
Here is C22H30FeN8O6P2 as an isolated structure at a distorted geometry from the Open Molecules 2025 dataset. Energies are from the ωB97M-V functional and the def2-TZVPD basis.

```
69
Properties=species:S:1:pos:R:3
Fe -13.658 -10.801 4.905
C -8.510 -12.749 9.213
C -9.680 -12.270 8.531
C -10.349 -11.109 8.911
C -11.454 -10.688 8.208
C -12.182 -11.577 7.356
N -13.489 -11.409 6.909
C -14.486 -11.131 7.814
C -14.256 -10.830 9.169
C -15.285 -10.606 10.087
C -16.626 -10.580 9.725
C -17.625 -10.122 10.768
C -16.861 -10.693 8.337
C -15.903 -11.182 7.428
N -16.323 -11.758 6.262
C -17.550 -12.340 6.009
C -17.602 -12.806 4.708
C -16.352 -12.338 4.130
N -15.564 -11.762 5.086
C -11.400 -12.644 6.784
C -10.270 -13.028 7.522
N -11.850 -13.394 5.675
C -11.622 -14.798 5.478
C -12.327 -15.178 4.372
C -13.002 -14.036 3.887
N -12.639 -12.944 4.619
H -7.970 -11.945 9.777
H -7.806 -13.258 8.572
H -8.820 -13.533 9.938
H -9.885 -10.493 9.688
H -11.805 -9.637 8.369
H -13.209 -10.843 9.547
H -14.974 -10.289 11.090
H -18.667 -10.281 10.522
H -17.394 -9.148 11.053
H -17.525 -10.794 11.628
H -17.905 -10.445 7.883
H -18.303 -12.371 6.851
H -18.354 -13.451 4.225
H -15.997 -12.178 3.144
H -9.717 -13.910 7.230
H -10.985 -15.404 6.147
H -12.212 -16.132 3.865
H -13.696 -13.925 3.108
N -12.675 -5.844 4.679
C -12.861 -7.254 5.205
C -12.656 -7.267 6.696
P -14.671 -7.630 4.859
O -14.826 -7.257 3.212
O -15.652 -6.797 5.580
O -14.654 -9.134 5.009
P -11.684 -8.365 4.292
O -10.339 -7.466 4.489
O -11.984 -8.431 2.815
O -11.652 -9.610 5.142
H -11.903 -5.305 5.087
H -13.552 -5.310 4.820
H -12.616 -5.950 3.650
H -12.771 -6.348 7.195
H -11.685 -7.653 7.034
H -13.401 -7.895 7.195
H -15.602 -6.717 3.099
H -9.614 -8.027 4.858
N -14.799 -10.242 2.037
N -13.527 -10.598 2.678
H -14.497 -10.063 1.076
H -14.922 -9.337 2.443
H -12.709 -9.910 2.492
H -13.190 -11.539 2.375
```

HOMO (alpha / beta): -6.02 / -6.12 eV
⟨S²⟩: 6.01
E_tot: -100475.416 eV
LUMO level (alpha / beta): -0.1 / -0.1 eV
gap between HOMO and LUMO (alpha / beta): 5.94 / 6.03 eV
energy relative to the best compared isomer or geometry (same formula, charge and spin): 15.6 kcal/mol
2S+1: 5

Löwdin population analysis, charges in e, atoms 1 to 5:
1 Fe 0.700
2 C -0.084
3 C -0.333
4 C -0.057
5 C -0.059

=====

# 3
Here is an isolated molecule of C22H30N2O2 from the Open Molecules 2025 dataset. Energies are from the ωB97M-V functional and the def2-TZVPD basis.

```
56
Properties=species:S:1:pos:R:3
C 2.359 -4.433 -0.119
C 1.505 -3.679 0.853
C 0.358 -3.032 0.418
C -0.423 -2.282 1.293
C -0.060 -2.192 2.632
C 1.076 -2.848 3.070
C 1.857 -3.581 2.194
H 2.747 -4.080 2.550
H 1.357 -2.781 4.111
H -0.663 -1.618 3.315
N -1.549 -1.640 0.764
C -2.464 -0.846 1.387
O -2.444 -0.560 2.564
C -3.545 -0.358 0.434
C -3.056 0.688 -0.580
H -2.087 0.394 -0.986
H -3.769 0.701 -1.408
C -2.976 2.110 -0.007
C -2.975 3.141 -1.140
C -1.756 2.953 -2.043
N -0.582 2.554 -1.280
C 0.300 1.708 -1.861
O 0.079 1.238 -2.966
C 1.579 1.374 -1.100
C 2.674 0.976 -2.094
C 3.831 0.311 -1.421
C 3.802 -0.145 -0.179
C 2.588 -0.059 0.692
C 1.338 0.204 -0.141
H 1.110 -0.683 -0.734
H 0.491 0.400 0.517
H 2.467 -0.988 1.254
H 2.726 0.743 1.426
H 4.676 -0.603 0.262
H 4.726 0.213 -2.020
H 3.022 1.860 -2.634
H 2.243 0.302 -2.841
H 1.920 2.246 -0.536
C -0.599 3.021 0.084
H 0.352 2.831 0.575
C -1.735 2.345 0.872
H -1.992 2.984 1.718
H -1.392 1.397 1.283
H -0.754 4.106 0.064
H -1.935 2.176 -2.790
H -1.537 3.885 -2.579
H -2.973 4.141 -0.704
H -3.880 3.048 -1.741
H -3.872 2.271 0.602
H -4.352 0.063 1.035
H -3.937 -1.224 -0.105
H -1.685 -1.794 -0.226
H 0.070 -3.108 -0.623
H 3.000 -5.144 0.396
H 2.994 -3.737 -0.668
H 1.746 -4.969 -0.841
```

HOMO: -8.55 eV
SMILES: Cc1cccc(NC(=O)CCC2CCN(C(=O)[C@@H]3CC=CCC3)CC2)c1
E_tot: -30377.571 eV
LUMO level: 0.7 eV
gap between HOMO and LUMO: 9.27 eV
energy relative to the best compared isomer or geometry (same formula, charge and spin): 8.4 kcal/mol
2S+1: 1

Löwdin population analysis, charges in e, atoms 1 to 5:
1 C -0.043
2 C -0.287
3 C -0.010
4 C -0.230
5 C -0.015

=====

# 4
Here is an isolated molecule of C22H30N2O5 from the Open Molecules 2025 dataset. Energies are from the ωB97M-V functional and the def2-TZVPD basis.

```
59
Properties=species:S:1:pos:R:3
C 4.829 3.399 2.047
C 5.009 3.878 0.612
H 4.860 4.959 0.570
H 6.029 3.667 0.287
C 4.037 3.206 -0.371
C 2.618 3.604 -0.090
C 2.165 4.797 -0.541
C 0.830 5.286 -0.280
O 0.382 6.342 -0.655
O 0.014 4.470 0.457
C 0.426 3.270 0.926
C -0.508 2.548 1.673
C -0.139 1.300 2.180
C 1.138 0.792 1.936
C 2.045 1.520 1.203
C 1.722 2.777 0.681
H 3.022 1.101 1.032
H 1.425 -0.178 2.309
O -1.099 0.644 2.895
C -0.751 -0.557 3.547
C -0.527 -1.744 2.598
O 0.186 -2.676 2.900
N -1.194 -1.632 1.438
H -1.794 -0.832 1.303
C -1.191 -2.658 0.422
H -0.427 -3.382 0.712
H -0.924 -2.221 -0.544
C -2.551 -3.346 0.303
C -2.531 -4.388 -0.816
N -2.187 -3.793 -2.096
C -1.638 -4.757 -3.035
C -1.189 -4.021 -4.298
O -2.258 -3.330 -4.899
C -2.819 -2.413 -3.993
C -3.306 -3.109 -2.722
H -3.706 -2.361 -2.036
H -4.113 -3.817 -2.983
H -3.651 -1.935 -4.515
H -2.071 -1.652 -3.722
H -0.819 -4.726 -5.045
H -0.389 -3.313 -4.034
H -0.777 -5.249 -2.578
H -2.383 -5.525 -3.311
H -1.767 -5.132 -0.578
H -3.505 -4.904 -0.856
H -3.321 -2.597 0.109
H -2.794 -3.843 1.243
H 0.133 -0.436 4.183
H -1.606 -0.794 4.189
C -1.877 3.100 1.920
H -2.565 2.763 1.146
H -2.250 2.756 2.881
H -1.852 4.186 1.898
H 2.790 5.455 -1.125
H 4.162 2.126 -0.325
H 4.294 3.532 -1.381
H 5.535 3.905 2.700
H 5.004 2.329 2.122
H 3.823 3.609 2.403
```

HOMO: -8.52 eV
SMILES: CCCc1cc(=O)oc2c(C)c(OCC(=O)NCCCN3CCOCC3)ccc12
E_tot: -36519.025 eV
LUMO level: 0.1 eV
gap between HOMO and LUMO: 8.63 eV
energy relative to the best compared isomer or geometry (same formula, charge and spin): 37.5 kcal/mol
2S+1: 1

Löwdin population analysis, charges in e, atoms 1 to 5:
1 C -0.100
2 C -0.237
3 H 0.109
4 H 0.107
5 C -0.151